A molecular structure, C5H7N2 in a non-equilibrium geometry. Source: the OMol25 dataset; level of theory: wB97M-V/def2-TZVPD.

The geometry in XYZ format:
```
14
Properties=species:S:1:pos:R:3:forces:R:3:lowdin_charge:R:1
N -1.69281 1.16193 0.38874 -2.3 1.9 -0.4 0.123
N -0.49239 0.65805 0.17155 1.7 -1.8 1.6 -0.065
C -1.29608 1.26584 -1.91583 1.8 -0.9 2.6 0.090
C -1.96938 1.53975 -0.78637 1.3 -1.3 1.7 0.164
C 1.25684 -1.19279 0.64426 -0.9 -1.7 -1.9 -0.126
C 0.30292 -0.38397 1.43725 -1.3 2.3 -2.0 0.021
C -0.19731 0.66630 -1.13848 0.1 -0.8 -0.7 -0.028
H -1.40730 1.18561 -2.92479 -0.4 0.4 -2.4 0.095
H 0.87496 -2.10715 -0.02487 0.3 2.5 1.1 0.153
H 2.05756 -0.60186 0.14652 -0.6 -0.5 0.5 0.104
H -0.61765 -0.79444 1.88359 0.6 -0.1 -0.4 0.125
H 0.70095 0.05740 -1.44033 -1.2 1.2 -0.3 0.147
H 1.64829 -1.76248 1.42842 1.6 -0.9 1.4 0.066
H 0.83141 0.30781 2.13034 -0.7 -0.2 -0.7 0.131
```
Positions in Å, forces in eV/Å.

Summary:
net charge: +1
energy above the lowest of the compared OMol25 structures with the same formula, charge and spin: 176.2 kcal per mole

A gas-phase ion, C5H7N2 (charge +1) in a non-equilibrium geometry. Source: the OMol25 dataset; level of theory: wB97M-V/def2-TZVPD.

The geometry in XYZ format:
```
14
Properties=species:S:1:pos:R:3:forces:R:3:lowdin_charge:R:1
N 0.14044 0.39296 1.23642 2.0 -0.3 -0.8 -0.025
N -0.75225 -0.30546 2.07059 -1.0 -0.2 1.0 0.224
C 0.06819 -1.01361 -0.59651 -1.3 -0.2 1.2 0.056
C -0.32623 1.68124 0.81273 -0.7 0.6 -0.3 -0.058
C 1.11707 -0.49795 -1.39184 1.0 0.3 -0.7 0.009
C -0.90716 -1.74891 -0.13223 0.5 0.5 0.0 0.135
C -0.78477 -0.90756 0.98885 -0.3 -0.3 -0.5 -0.174
H 0.81132 -0.51463 -2.44508 0.0 0.0 0.1 0.134
H 0.14980 1.97016 -0.12562 0.0 -0.1 0.1 0.085
H 0.02726 2.37064 1.58641 0.0 -0.1 0.0 0.121
H 2.00900 -1.12457 -1.27856 -0.1 0.0 0.0 0.132
H -1.53971 -2.59016 -0.33785 -0.1 -0.3 -0.2 0.149
H -1.41323 1.76390 0.74074 0.0 0.0 0.0 0.107
H 1.40027 0.52395 -1.12804 -0.1 -0.1 0.0 0.104
```
Positions in Å, forces in eV/Å.

Summary:
net charge: +1
structure (SMILES): CC1=C[C@]12N=[N+]2C
energy above the lowest of the compared OMol25 structures with the same formula, charge and spin: 188.4 kcal per mole

2 unconnected molecules or ions with the total composition C5H7N2 in a non-equilibrium geometry. Source: the OMol25 dataset; level of theory: wB97M-V/def2-TZVPD.

The geometry in XYZ format:
```
14
Properties=species:S:1:pos:R:3:forces:R:3:lowdin_charge:R:1
N 1.95903 -0.84978 1.93354 -1.4 0.6 -0.8 0.139
N -1.69490 0.36455 -0.53802 4.6 0.9 0.7 0.043
C 1.59798 -0.74990 0.68708 3.9 -2.1 0.2 0.194
C -0.53765 0.60141 -0.70794 -1.9 0.2 -0.4 -0.082
C 1.72757 1.51383 -1.35829 2.4 0.5 -0.8 0.144
C -2.94251 -0.12604 -0.59816 -3.0 0.6 0.0 -0.096
C 0.66230 1.01342 -1.08372 -2.5 -1.4 1.4 -0.182
H -3.42856 0.02679 0.41599 0.0 -0.6 -1.4 0.121
H -2.91001 -1.13374 -0.96356 -0.3 -0.8 0.2 0.097
H 2.71806 1.82888 -1.27971 0.9 0.7 0.0 0.037
H -3.45099 0.45204 -1.40546 -0.3 -0.3 0.7 0.123
H 2.31866 -1.21745 -0.07579 -1.4 1.0 0.5 0.137
H 2.80042 -1.19833 2.49004 -1.1 0.4 -1.6 0.198
H 1.18059 -0.52567 2.48401 0.0 0.3 1.2 0.127
```
Positions in Å, forces in eV/Å.

Summary:
net charge: +1
energy above the lowest of the compared OMol25 structures with the same formula, charge and spin: 128.6 kcal per mole
multiplicity: 3
<S²>: 2.03

2 unconnected molecules or ions with the total composition C5H7N2O3S in a non-equilibrium geometry. Source: the OMol25 dataset; level of theory: wB97M-V/def2-TZVPD.

The geometry in XYZ format:
```
18
Properties=species:S:1:pos:R:3:forces:R:3:lowdin_charge:R:1
S 1.91046 -0.29348 0.15858 0.5 -0.8 2.9 0.409
O 1.44842 -0.71173 1.52311 0.3 0.2 -1.9 -0.366
O 2.04584 -1.36278 -0.81545 0.8 0.2 0.1 -0.401
O 3.01736 0.64137 0.31263 0.1 -0.1 -1.0 -0.376
N -0.61729 -0.16873 -0.23343 -1.9 -1.3 -0.4 -0.104
N -2.66173 -0.91847 0.32725 -0.7 2.8 0.2 0.040
C 0.47706 1.94850 0.28406 0.8 1.4 0.7 -0.105
C -1.92033 -1.91482 -0.11040 1.4 -2.0 0.3 -0.215
C -0.65692 -1.53360 -0.41517 0.8 -1.1 -1.4 -0.084
C 0.47998 0.65215 -0.40600 1.2 -1.0 -3.1 -0.384
C -1.87893 0.13754 0.18064 -1.2 1.9 2.0 -0.174
H -2.15394 1.11919 0.66434 0.5 -1.1 -1.1 0.132
H -2.21576 -2.90971 0.10204 -0.4 -0.9 -0.5 0.082
H -0.18941 2.15378 1.12597 -0.2 -0.9 -0.1 0.085
H 0.16924 -2.12733 -0.85969 -0.8 0.9 0.7 0.117
H 0.87737 0.50561 -2.18945 -0.8 0.9 3.5 0.216
H 0.37040 2.81616 -0.32629 -0.1 0.5 -0.9 0.067
H 1.49817 1.96637 0.67727 -0.2 0.7 0.2 0.060
```
Positions in Å, forces in eV/Å.

Summary:
net charge: -1
energy above the lowest of the compared OMol25 structures with the same formula, charge and spin: 72.9 kcal per mole

2 unconnected molecules or ions with the total composition C5H7N2O4 in a non-equilibrium geometry. Source: the OMol25 dataset; level of theory: wB97M-V/def2-TZVPD.

The geometry in XYZ format:
```
18
Properties=species:S:1:pos:R:3:forces:R:3:lowdin_charge:R:1
O 2.43138 -2.07655 -0.00018 -0.4 0.8 1.0 -0.077
O 3.60794 -0.04007 -0.82352 0.4 2.6 -0.7 -0.015
O 1.66637 2.57253 0.11630 -0.3 0.7 -0.2 0.151
O -1.26947 0.78218 1.35449 -0.5 0.5 -0.2 -0.112
N -2.57633 -0.19470 -1.83414 -1.0 -1.7 -1.2 0.075
N 0.59102 -0.91289 0.91353 1.0 -2.4 0.1 0.045
C -2.29926 0.42714 0.48674 1.1 4.2 -0.2 -0.292
C -2.05093 0.55978 -0.99815 -0.8 -2.0 2.8 -0.232
C 1.80812 -1.03672 0.36916 -1.6 -0.4 -0.6 -0.573
C 2.47919 0.25290 -0.06394 0.9 -2.0 -0.6 -0.242
C 2.02252 1.47586 -0.03363 0.1 -0.3 0.6 -0.126
H -1.23027 1.10449 -1.20661 2.4 2.7 -1.4 0.071
H -3.06225 1.14279 0.74549 -0.9 0.2 -0.1 0.110
H 0.23486 -1.90779 1.11347 0.7 1.8 -0.4 0.080
H 3.93710 -0.89981 -0.59811 -0.5 -1.2 0.6 0.060
H -3.12114 -0.92549 -1.31725 -0.1 0.9 -0.6 0.052
H -2.65358 -0.49626 0.62003 -1.5 -4.0 0.9 0.060
H -0.51528 0.17260 1.15632 0.9 -0.4 0.2 -0.036
```
Positions in Å, forces in eV/Å.

Summary:
net charge: -1
energy above the lowest of the compared OMol25 structures with the same formula, charge and spin: 64.7 kcal per mole

A gas-phase ion, C5H7N2OS (charge -1) in a non-equilibrium geometry. Source: the OMol25 dataset; level of theory: wB97M-V/def2-TZVPD.

The geometry in XYZ format:
```
16
Properties=species:S:1:pos:R:3:forces:R:3:lowdin_charge:R:1
S -1.75582 -0.99049 1.91522 -0.3 -0.9 -0.9 0.660
O 0.94735 -0.47420 1.78747 0.8 -0.5 0.1 -0.163
N 1.47661 -0.61056 0.49138 1.4 0.7 -1.7 -0.011
N -1.49229 0.13517 -0.45208 2.6 1.9 -2.8 -0.101
C -2.30688 -0.59550 0.22517 -4.3 -2.5 2.7 -0.582
C -0.43678 0.61919 0.26515 -0.8 0.3 0.5 -0.330
C -0.28368 0.12961 1.67359 -3.0 1.8 2.0 -0.617
C 1.01234 0.29777 -1.79574 3.2 3.1 1.4 -0.060
C 0.93486 0.53975 -0.27990 1.3 3.0 0.8 -0.375
H -0.47861 0.84610 2.57645 1.0 -0.9 -1.7 0.111
H -3.37905 -0.90946 -0.08384 2.1 0.8 0.6 0.035
H 1.01176 1.24664 -2.41688 -0.1 -0.9 1.0 0.092
H 0.22086 -0.26535 -2.06998 -2.4 -2.1 -1.0 0.011
H 1.99495 -0.15883 -1.90706 0.0 -0.3 -0.6 0.066
H 1.51657 1.51810 0.12578 -0.9 -2.1 -1.3 0.163
H 1.01780 -1.32795 -0.05474 -0.5 -1.3 0.8 0.103
```
Positions in Å, forces in eV/Å.

Summary:
net charge: -1
energy above the lowest of the compared OMol25 structures with the same formula, charge and spin: 0.0 kcal per mole
multiplicity: 3
<S²>: 2.01

2 unconnected molecules or ions with the total composition C5H7N2P in a non-equilibrium geometry. Source: the OMol25 dataset; level of theory: wB97M-V/def2-TZVPD.

The geometry in XYZ format:
```
15
Properties=species:S:1:pos:R:3:forces:R:3:lowdin_charge:R:1
P -2.02038 0.65785 -0.17569 0.6 -1.7 0.5 0.851
N 1.57696 -1.01609 0.04804 2.5 -3.0 0.2 0.080
N 2.67450 -0.29151 0.25089 -1.7 2.9 -1.0 0.007
C -0.72581 -0.67372 -0.13420 -1.8 3.2 -1.6 -0.300
C 0.96427 1.07384 0.11165 2.2 2.9 -1.2 -0.100
C 2.33417 1.09026 0.12747 -0.2 -2.8 1.8 -0.030
C -3.18438 -0.24774 0.56098 -0.7 -1.2 -0.4 -0.392
C 0.56000 -0.21722 -0.07095 0.7 0.1 0.9 -0.533
H 3.04441 1.83277 0.38947 0.4 0.6 -0.2 0.096
H -1.18070 -0.57741 -2.44046 0.2 0.0 0.6 0.107
H -0.77940 -1.68141 -0.25777 -1.0 -2.8 0.0 0.027
H -3.06832 -1.35280 0.71419 -0.1 1.2 0.1 0.018
H 3.59840 -0.66727 0.27884 0.1 -0.5 -0.1 0.138
H 0.39808 1.94277 -0.05196 -0.7 0.9 0.2 0.062
H -4.19181 0.12767 0.64949 -0.2 0.1 0.3 -0.029
```
Positions in Å, forces in eV/Å.

Summary:
energy above the lowest of the compared OMol25 structures with the same formula, charge and spin: 127.3 kcal per mole

A gas-phase ion, C5H7N2S (charge -1) in a non-equilibrium geometry. Source: the OMol25 dataset; level of theory: wB97M-V/def2-TZVPD.

The geometry in XYZ format:
```
15
Properties=species:S:1:pos:R:3:forces:R:3:lowdin_charge:R:1
S 3.37575 -0.12712 -0.07579 3.8 0.1 -0.6 0.359
N 0.49880 -2.09054 -0.15211 0.9 2.5 0.4 0.174
N 1.84326 -0.22237 0.11313 -2.6 -1.3 0.1 -0.588
C -0.44180 -1.24282 -0.02308 -1.1 0.5 0.0 -0.569
C 1.07329 2.17198 -0.01535 1.5 -0.7 -3.9 -0.065
C 0.91935 0.67368 -0.02721 -2.8 0.4 0.8 -0.515
C -1.86980 -1.73225 0.07731 -1.7 -2.8 -2.5 -0.122
C -0.39751 0.22112 0.03082 0.9 -2.8 -0.7 -0.088
H 0.50196 2.53113 0.76282 -1.2 1.1 1.6 0.033
H 2.13505 2.36325 0.08820 0.2 0.5 0.2 0.024
H -2.43262 -1.76570 -0.94168 1.3 0.5 1.1 0.091
H 0.71900 2.61672 -1.05968 0.7 -0.8 2.2 0.119
H -2.57631 -1.22842 0.68150 -0.2 1.0 1.0 0.028
H -1.99956 -2.81311 0.31168 0.6 0.5 0.3 0.059
H -1.34886 0.64445 0.22944 -0.2 1.2 0.0 0.060
```
Positions in Å, forces in eV/Å.

Summary:
net charge: -1
energy above the lowest of the compared OMol25 structures with the same formula, charge and spin: 76.8 kcal per mole